[1]
Density functional theory data (the ωB97M-V functional and the def2-TZVPD basis) for 10 unconnected molecules or ions with the total composition C28H46F6O26PS4.

Atoms and positions in Å:
P -0.96664 -0.18076 0.30870
F -1.61832 -0.25545 1.80399
F 0.35271 -0.97338 0.94227
F -1.64676 -1.66917 0.00201
F -0.23369 -0.08892 -1.13945
F -2.27879 0.51300 -0.37670
F -0.27056 1.24258 0.77736
O 4.94496 2.06930 -1.19845
C 4.78672 1.03127 -0.59295
O 3.60773 0.60492 -0.04973
C 3.77623 -0.51644 0.79864
C 5.25037 -0.91551 0.68772
C 5.88520 -0.03382 -0.42323
H 3.25769 -1.34240 0.31182
H 3.38608 -0.31164 1.79560
H 5.36246 -1.93817 0.32757
H 5.68573 -0.70811 1.66525
H 6.05516 -0.58068 -1.35069
H 6.83709 0.47202 -0.26159
O -6.18378 2.06798 -3.93897
C -4.92589 2.00224 -3.91718
O -4.16753 2.96730 -4.51962
C -2.74561 2.66958 -4.39731
C -2.72226 1.17577 -4.01649
C -4.03819 0.87724 -3.32608
H -2.26436 3.11962 -3.52901
H -2.14284 2.73431 -5.30317
H -1.93112 0.68609 -3.44867
H -2.60812 0.71811 -4.99914
H -3.88501 0.98078 -2.25188
H -4.37950 -0.14704 -3.47593
O 0.61561 -5.76452 0.47349
C 0.80788 -4.96073 -0.42269
O 0.12565 -3.78800 -0.50010
C 0.45746 -2.88296 -1.59287
C 1.18988 -3.90191 -2.46458
C 1.74940 -5.02536 -1.57017
H 1.07823 -2.03522 -1.30292
H -0.37673 -2.48629 -2.17155
H 1.91409 -3.53402 -3.19140
H 0.48374 -4.30092 -3.19276
H 2.70013 -4.85673 -1.06443
H 1.68276 -5.99597 -2.06168
O -5.80142 -2.12843 -2.02924
C -5.83790 -1.59427 -0.92090
O -6.71586 -0.67912 -0.57621
C -6.64361 -0.23595 0.75378
C -5.93024 -1.40469 1.40985
C -5.02010 -1.95721 0.31016
H -7.64795 -0.22470 1.17718
H -6.00140 0.64169 0.82719
H -6.52014 -2.26972 1.71290
H -5.26277 -1.08916 2.21173
H -4.84897 -3.01706 0.49869
H -4.07439 -1.41534 0.29970
O 5.29329 -1.17946 -3.73398
C 4.21610 -0.79763 -4.09599
O 3.19947 -0.76264 -3.23210
C 2.07333 -0.23699 -3.75839
C 2.53658 0.34058 -5.10688
C 3.73543 -0.38424 -5.47719
H 1.60902 0.59965 -3.23634
H 1.23974 -0.93434 -3.84169
H 2.61601 1.41925 -4.97184
H 1.76488 0.20555 -5.86475
H 4.57906 0.15361 -5.90974
H 3.47498 -1.22171 -6.12441
C 0.05842 0.12190 5.27072
C -0.92591 1.30816 4.85480
O -0.23769 2.46756 5.27923
S 0.37394 2.26757 6.81057
O -0.70324 2.38830 7.76898
O 1.69422 2.87795 7.12859
O 0.61078 0.63566 6.50614
H 0.79811 -0.16426 4.52301
H -0.57420 -0.72190 5.54626
H -1.85226 1.33764 5.42849
H -1.16154 1.24921 3.79221
C 3.19878 4.06830 1.86366
C 1.83590 3.85994 2.48210
O 2.01109 3.73073 3.89497
S 3.52582 3.13601 4.20776
O 3.53606 1.67249 4.00723
O 3.98634 3.70420 5.46493
O 4.13762 4.00816 2.89082
H 3.31685 5.09708 1.52340
H 3.26529 3.43979 0.97559
H 1.34287 2.96787 2.09581
H 1.17506 4.70410 2.28517
C 1.36766 3.05276 -1.67840
C -0.09601 2.85601 -2.01734
O -0.42261 4.15616 -2.45310
S 0.20222 5.34103 -1.49298
O -0.65276 5.61257 -0.33017
O 0.62887 6.40140 -2.31702
O 1.41837 4.35665 -1.01449
H 1.93640 3.10693 -2.60669
H 1.72450 2.33637 -0.93842
H -0.64993 2.64673 -1.10220
H -0.31507 2.10147 -2.77285
C -1.20634 -3.33038 3.17308
C -2.35796 -3.57434 2.25063
O -3.13219 -4.64175 2.72701
S -2.70378 -5.14420 4.25002
O -1.95256 -6.37682 4.26443
O -3.85979 -4.95021 5.18210
O -1.65642 -3.85927 4.42358
H -1.02840 -2.26854 3.34316
H -0.29897 -3.86620 2.89438
H -2.02628 -3.99898 1.30311
H -2.97169 -2.67951 2.14713

## Properties
**Multiplicity**: 2
**E_LUMO (alpha / beta)**: -2.8022 / -8.0727 eV
**HOMO-LUMO gap (alpha / beta)**: 6.88 / 1.60 eV

=====

[2]
Density functional theory data (the ωB97M-V functional and the def2-TZVPD basis) for a single C5H7NOS molecule.

Atoms and positions in Å:
O 0.52662 0.09191 2.56563
C 0.53045 0.25749 1.28250
C 1.51837 -0.21848 0.10466
N 1.02827 -0.49248 -1.18388
C -0.11977 -1.42915 -1.05221
C -1.08389 -0.06823 -1.05429
C 0.09128 0.57153 -1.83886
S -1.19263 0.69994 0.65754
H 1.90065 -1.15846 0.70121
H 2.45175 0.32769 -0.02760
H -0.29718 -2.13969 -1.81034
H -0.34043 -2.04618 -0.17578
H -1.96412 -0.14148 -1.48854
H 0.29490 1.62953 -1.66627
H 0.00708 0.36270 -2.94194

## Properties
**Multiplicity**: 1
**E_LUMO**: 0.4278 eV
**Relative energy (zero: lowest compared OMol25 entry of this formula, charge and spin)**: 348.1 kJ/mol
**Structure (SMILES)**: O=C1CN2CC(C2)S1
**HOMO-LUMO gap**: 9.31 eV

=====

[3]
Density functional theory data (the ωB97M-V functional and the def2-TZVPD basis) for 2 unconnected molecules or ions with the total composition C5H6F3NO.

Atoms and positions in Å:
C -1.37028 -0.80308 -1.17610
C -2.41723 -0.16358 0.96209
C 0.97473 0.06032 0.53062
C 0.94148 1.54308 0.22454
C 1.74509 -0.78993 -0.55563
N -2.07643 -0.52586 -0.21742
O 0.40987 -0.37415 1.48565
F 3.06873 -0.67822 -0.57027
F 1.51068 -2.15425 -0.43686
F 1.31947 -0.54378 -1.84918
H -1.69982 -1.45096 -1.95883
H -2.98337 0.65798 1.17637
H -2.10008 -0.63493 1.80479
H 1.94725 1.96288 -0.01429
H 0.53631 2.12483 1.16544
H 0.19360 1.76966 -0.57093

## Properties
**Multiplicity**: 1
**E_LUMO**: 0.5978 eV
**Relative energy (zero: lowest compared OMol25 entry of this formula, charge and spin)**: 274.5 kJ/mol
**HOMO-LUMO gap**: 8.85 eV

=====

[4]
Density functional theory data (the ωB97M-V functional and the def2-TZVPD basis) for a molecular structure, C26H32N10O5V.

Atoms and positions in Å:
V -0.10851 -0.42963 0.37389
O 1.78788 -3.69402 -0.57209
C 1.23616 -2.86983 0.15157
N -0.02115 -2.40952 0.09002
C -1.05809 -2.96557 -0.65101
C -1.10202 -4.20118 -1.28693
C -2.29233 -4.61425 -1.89212
C -3.41676 -3.80080 -1.86655
C -3.38293 -2.55712 -1.22869
C -2.20720 -2.13883 -0.62232
N -1.99053 -0.97430 0.13383
C -2.97847 -0.42742 0.87635
O -4.17167 -0.67452 0.87303
C -2.40259 0.60295 1.81701
C -3.20564 1.35715 2.64852
C -2.61850 2.33066 3.43629
C -1.25060 2.54104 3.33050
C -0.51657 1.73809 2.48121
N -1.07037 0.74980 1.76707
C 1.92441 -2.18432 1.31045
C 3.15749 -2.57198 1.78574
C 3.65281 -1.96244 2.92676
C 2.87825 -1.00568 3.55983
C 1.65528 -0.66463 3.00897
N 1.18004 -1.22370 1.89571
H -0.24121 -4.85556 -1.24424
H -2.34251 -5.58909 -2.36087
H -4.33827 -4.14288 -2.31952
H -4.26607 -1.93872 -1.16953
H -4.26952 1.16626 2.63609
H -3.21702 2.93143 4.10799
H -0.75335 3.31893 3.89251
H 0.54640 1.89809 2.34910
H 3.69161 -3.35359 1.26251
H 4.61560 -2.24601 3.33157
H 3.20655 -0.52611 4.47098
H 1.02424 0.06541 3.49411
N 0.94106 -0.79641 -1.84611
C 0.52463 0.28150 -2.73599
C 1.50739 0.62599 -3.85996
C 2.12450 -0.55900 -4.60628
C 1.29590 -1.06809 -5.79232
N -0.13301 -1.25951 -5.50676
C -0.62973 -2.17937 -4.67903
N -1.90197 -2.12455 -4.30909
N 0.14327 -3.16350 -4.21849
C 0.30103 1.48123 -1.79748
O 0.72939 2.58688 -2.06691
O -0.33650 1.16980 -0.70976
H 1.89719 -0.64277 -1.53390
H 0.87082 -1.72413 -2.24348
H -0.46508 0.02688 -3.12022
H 2.30151 1.22258 -3.41043
H 1.01649 1.29888 -4.56950
H 2.35382 -1.36744 -3.90752
H 3.08377 -0.25057 -5.02563
H 1.71002 -1.99192 -6.20350
H 1.33293 -0.33573 -6.59581
H -0.76890 -0.55343 -5.83746
H -2.47527 -1.33629 -4.55614
H -2.28247 -2.77502 -3.62982
H 1.09576 -3.26044 -4.51762
H -0.20931 -3.79818 -3.51472
C 5.07876 0.56457 0.12672
N 4.21793 1.71909 0.30495
C 2.86978 1.62956 0.32248
N 2.17492 2.77988 0.55709
O 2.30378 0.52779 0.20601
H 5.87747 0.57177 0.86712
H 5.52163 0.54647 -0.86989
H 4.48089 -0.33196 0.26281
H 4.64338 2.62821 0.36067
H 2.66797 3.64891 0.42298
H 1.25174 2.78667 0.13320

## Properties
**Multiplicity**: 3
**E_LUMO (alpha / beta)**: -2.2711 / -2.4321 eV
**Relative energy (zero: lowest compared OMol25 entry of this formula, charge and spin)**: 44.8 kJ/mol
**Charge**: +1
**HOMO-LUMO gap (alpha / beta)**: 7.28 / 7.59 eV

=====

Number 1: F_max 4.88 eV Å⁻¹. Number 2: F_max 6.60 eV Å⁻¹. Number 3: F_max 3.72 eV Å⁻¹. Number 4: F_max 1.45 eV Å⁻¹.